(1)
{"formula": "C10H10BrILa", "method": "ωB97M-V with the def2-TZVPD basis set", "species": ["C", "C", "C", "H", "C", "C", "H", "H", "H", "H", "La", "Br", "C", "C", "C", "H", "C", "C", "H", "H", "H", "H", "I"], "positions_angstrom": [[-2.00165, -0.79716, 0.90549], [-1.29320, -1.15710, 2.11370], [-1.22743, -0.03217, 2.93950], [-0.99519, -2.16956, 2.38228], [-1.80424, 1.07449, 2.22773], [-2.31023, 0.60461, 0.99464], [-2.96141, 1.21062, 0.38173], [-2.40905, -1.49111, 0.13893], [-0.85237, -0.00539, 3.96181], [-1.86776, 2.09562, 2.65000], [0.68000, -0.40616, 0.23178], [1.30423, -2.97723, 0.97712], [2.38957, 0.76583, -1.68359], [1.24880, 1.55175, -2.07974], [0.25798, 0.66586, -2.63699], [1.21794, 2.65469, -2.13499], [0.76879, -0.67673, -2.59019], [2.10998, -0.62892, -2.01453], [2.82902, -1.47694, -1.94646], [3.37399, 1.17110, -1.35360], [-0.64256, 0.99207, -3.18520], [0.30061, -1.56513, -3.07072], [1.88417, 0.59696, 2.79131]], "lowdin_charge": [-0.333, -0.379, -0.315, 0.040, -0.198, -0.220, 0.071, 0.086, 0.059, 0.087, 1.191, -0.213, -0.269, -0.206, -0.207, 0.093, -0.264, -0.329, 0.096, 0.101, 0.092, 0.100, -0.081], "total_charge": -1, "orbital_gap_ha": 0.2490, "e_lumo_ev": 2.73, "largest_force_ha_per_bohr": 0.04709}

(2)
{"formula": "C10H10BrNO", "method": "ωB97M-V with the def2-TZVPD basis set", "species": ["C", "C", "C", "C", "C", "C", "C", "C", "C", "C", "N", "O", "Br", "H", "H", "H", "H", "H", "H", "H", "H", "H", "H"], "positions_angstrom": [[-1.22853, 2.25987, -0.10203], [-1.69882, 2.60301, -1.34466], [-0.31845, 1.27097, 0.20751], [-1.05740, 1.91874, -2.40658], [0.26758, 0.54547, -0.78384], [-0.10929, 0.94513, -2.07601], [1.32310, -0.50420, -0.44115], [-0.05849, -1.68935, 1.15517], [-1.24443, -1.84380, 0.27080], [2.42348, -1.50361, 1.38372], [1.17837, -1.21233, 0.71273], [2.41163, -0.54341, -0.99883], [-0.24316, -1.69203, 2.99942], [-1.76138, 2.79015, 0.74878], [-2.43088, 3.31756, -1.59095], [0.06492, 1.31113, 1.25846], [-1.12450, 2.19296, -3.44469], [-1.63381, -0.86148, -0.03128], [-2.04339, -2.36215, 0.72087], [-0.96312, -2.28092, -0.76579], [2.62414, -0.63437, 2.13915], [2.41610, -2.55084, 1.74922], [3.20634, -1.47651, 0.63997]], "lowdin_charge": [-0.108, -0.072, -0.082, -0.079, -0.174, 0.154, -0.398, -0.737, -0.115, -0.072, -0.163, 0.068, 0.779, 0.129, 0.092, 0.144, 0.092, 0.064, 0.050, 0.127, 0.129, 0.098, 0.073], "orbital_gap_ha": [0.3455, 0.2374], "relative_energy_kj_mol": 437.98, "e_lumo_ev": [-0.09, -0.63], "largest_force_ha_per_bohr": 0.07548}